Record 1
DFT (ωB97M-V with the def2-TZVPD basis set) results for a structure of composition C20H32Cl4O15 in a non-equilibrium geometry.

Properties
Energy above the lowest of the compared OMol25 structures with the same formula, charge and spin ... 2559.4 kJ/mol
Calculated total energy ... -102035.71638 eV
HOMO energy ... -0.317 Ha

CARTESIAN COORDINATES (ANGSTROEM)
Cl1 -2.6919 20.6260 -8.3015
C1 -3.6386 19.1608 -8.2242
C2 -4.7940 19.3096 -9.2049
Cl2 -4.1818 19.2141 -10.8720
H1 -3.9830 19.0292 -7.1985
H2 -2.9248 18.3417 -8.3117
H3 -5.3639 20.2326 -9.0986
H4 -5.4792 18.4795 -9.0333
Cl3 0.3071 19.3506 -5.9190
C3 -1.2957 20.0264 -6.4388
C4 -2.5592 19.3127 -5.8696
Cl4 -2.7408 17.6002 -6.3718
H5 -1.3775 19.8335 -7.5085
H6 -1.2527 21.1006 -6.2591
H7 -3.4926 19.7867 -6.1731
H8 -2.5646 19.2457 -4.7816
C5 -4.1628 16.2087 -10.7918
C6 -4.5090 14.9600 -10.0963
O1 -4.4620 15.3283 -8.6957
C7 -4.5127 16.6390 -8.5685
O2 -4.5829 17.2698 -7.4891
O3 -4.4297 17.1582 -9.8245
H9 -4.7199 16.3640 -11.7158
H10 -3.1140 16.3355 -11.0602
H11 -3.6246 14.3955 -10.3918
H12 -5.4293 14.5497 -10.5120
C8 -0.0823 16.7752 -8.9220
C9 -1.1485 17.4380 -8.0570
O4 -2.2919 16.8712 -8.5373
C10 -1.9364 15.5799 -8.8564
O5 -2.7271 14.6138 -8.8820
O6 -0.6467 15.4726 -9.0544
H13 0.8130 16.7040 -8.3043
H14 0.1378 17.1943 -9.9039
H15 -1.2836 18.4889 -8.3129
H16 -1.0321 17.2969 -6.9825
C11 -1.1647 18.9863 -10.8001
C12 -1.6390 20.3449 -10.4147
O7 -0.8102 20.7255 -9.2796
C13 -0.1026 19.6309 -8.8824
O8 0.7290 19.7170 -7.9626
O9 -0.3097 18.6217 -9.7308
H17 -0.7125 18.9759 -11.7918
H18 -2.0606 18.3697 -10.7279
H19 -2.6481 20.2505 -10.0137
H20 -1.6221 20.9470 -11.3231
C14 -6.7889 18.6179 -6.1447
C15 -6.2086 19.3333 -4.9882
O10 -5.9901 20.5676 -5.5893
C16 -5.9529 20.4875 -6.9462
O11 -5.6525 21.3761 -7.7075
O12 -6.1835 19.1856 -7.3037
H21 -7.8729 18.7296 -6.1241
H22 -6.6553 17.5366 -6.1125
H23 -5.3877 18.7551 -4.5641
H24 -6.9560 19.3495 -4.1950
C17 -6.8801 16.8239 -9.0367
C18 -7.0153 18.0140 -9.8763
O13 -7.3291 19.1453 -9.1126
C19 -7.3619 20.3440 -9.6021
O14 -6.9384 20.6718 -10.7081
O15 -8.0435 21.1699 -8.7107
C20 -8.5972 22.3858 -9.1767
H25 -6.7988 15.8652 -9.5488
H26 -7.8945 16.7771 -8.6408
H27 -6.1336 16.9338 -8.2500
H28 -7.7365 17.8474 -10.6765
H29 -6.0229 18.2608 -10.2536
H30 -7.8667 22.8653 -9.8283
H31 -8.6943 23.0475 -8.3160
H32 -9.5355 22.2444 -9.7130



Record 2
DFT (ωB97M-V with the def2-TZVPD basis set) results for a cluster of 4 separate species, C20H32Cl6O6 in total in a non-equilibrium geometry.

Properties
Calculated total energy ... -108677.83718 eV
HOMO energy ... -0.344 Ha
SMILES ... C=CC(=O)OCCCCCC[C@@H]1OC(=O)O[C@H]1CC=O.ClCCCl.ClCCCl.ClCCCl

CARTESIAN COORDINATES (ANGSTROEM)
C1 -3.0609 4.0115 -0.0025
C2 -2.2797 2.9436 -0.0879
C3 -0.9932 2.9217 0.6769
O1 -0.8745 2.6088 1.8278
O2 0.0581 3.3392 -0.0862
C4 0.8774 2.2506 -0.5507
C5 1.8700 1.7146 0.4805
C6 2.3511 0.3081 0.0980
C7 1.6803 -0.8535 0.8603
C8 0.2351 -0.6216 1.3435
C9 -0.6138 -1.8994 1.2697
C10 -1.2458 -2.2306 -0.0652
O3 -0.2970 -2.3447 -1.1511
C11 -0.3225 -1.1987 -1.8663
O4 0.3782 -0.9466 -2.7927
O5 -1.2743 -0.3658 -1.3629
C12 -2.2183 -1.2119 -0.6504
C13 -3.1627 -1.8197 -1.6818
C14 -3.6403 -0.8529 -2.7521
O6 -4.4844 -1.1758 -3.5440
H1 -2.9888 4.6419 0.8773
H2 -3.7212 4.3419 -0.7933
H3 -2.5441 2.0411 -0.6293
H4 0.2378 1.4381 -0.9098
H5 1.4319 2.6223 -1.4092
H6 1.4698 1.7629 1.4921
H7 2.7293 2.3886 0.4625
H8 3.4168 0.2500 0.3225
H9 2.2760 0.1636 -0.9839
H10 1.6935 -1.7458 0.2352
H11 2.3127 -1.0968 1.7149
H12 0.2650 -0.3409 2.3955
H13 -0.2620 0.1710 0.7878
H14 -1.4496 -1.8250 1.9732
H15 -0.0284 -2.7633 1.5939
H16 -1.7374 -3.2026 0.0069
H17 -2.7479 -0.6210 0.0927
H18 -2.6801 -2.6529 -2.1981
H19 -4.0690 -2.1890 -1.1992
H20 -3.1868 0.1512 -2.8106
Cl1 4.3559 -2.7896 -0.4269
C15 3.5925 -4.2236 -1.1635
C16 2.1806 -4.4324 -0.6810
Cl2 2.1221 -4.8961 1.0423
H21 4.2185 -5.0830 -0.9372
H22 3.5866 -4.0635 -2.2403
H23 1.7222 -5.2423 -1.2462
H24 1.5802 -3.5348 -0.8064
Cl3 -0.8637 5.6819 -2.1522
C17 -1.7976 6.2316 -3.5653
C18 -2.6326 7.4496 -3.2649
Cl4 -3.9689 7.0953 -2.1364
H25 -2.4149 5.4012 -3.8995
H26 -1.0811 6.4731 -4.3490
H27 -3.0854 7.8175 -4.1839
H28 -2.0316 8.2410 -2.8250
Cl5 1.7742 -2.4556 3.7481
C19 2.2961 -2.9402 5.3804
C20 3.1913 -4.1498 5.3023
Cl6 2.2936 -5.5858 4.7443
H29 1.4085 -3.1381 5.9760
H30 2.8338 -2.1012 5.8186
H31 3.5996 -4.3803 6.2848
H32 4.0120 -3.9843 4.6088



Record 3
DFT (ωB97M-V with the def2-TZVPD basis set) results for a structure of composition C20H32ClINO2RuSi2.

Properties
Energy above the lowest of the compared OMol25 structures with the same formula, charge and spin ... 11.6 kJ/mol
Calculated total energy ... -65800.41905 eV
HOMO energy ... -0.420 Ha
Charge ... +1

CARTESIAN COORDINATES (ANGSTROEM)
Ru1 -0.3981 -0.0185 -0.3615
Cl1 -6.6163 -0.0830 2.3556
C1 -5.2301 -0.3793 1.3829
C2 -5.2941 -1.2971 0.3712
C3 -4.1783 -1.5468 -0.4624
I1 -4.3269 -2.8843 -2.0247
C4 -3.0067 -0.8791 -0.2278
O1 -1.8815 -0.9990 -0.9718
C5 -2.9323 0.0446 0.8315
N1 -1.7161 0.6619 0.9785
C6 -1.5995 1.6439 1.8528
C7 -2.6614 2.0121 2.6900
C8 -3.8647 1.3598 2.6030
C9 -4.0328 0.3457 1.6370
H1 -6.2177 -1.8305 0.1959
H2 -0.6429 2.1419 1.8896
H3 -2.5099 2.8108 3.4011
H4 -4.6876 1.6235 3.2536
C10 -0.0404 -3.6460 -1.2137
Si1 1.3593 -2.4647 -0.9100
C11 1.6878 -1.4681 -2.4522
C12 2.8623 -3.4355 -0.4038
C13 0.8575 -1.2527 0.4939
Si2 2.2837 -0.4134 1.4952
C14 2.9925 -1.7244 2.6146
C15 3.5572 0.2767 0.3381
C16 1.6146 0.9581 2.5657
H5 0.2687 -4.3719 -1.9712
H6 -0.9404 -3.1485 -1.5754
H7 -0.2967 -4.2074 -0.3118
H8 2.2179 -2.1056 -3.1645
H9 2.3085 -0.5877 -2.2738
H10 0.7604 -1.1516 -2.9434
H11 3.0171 -4.2252 -1.1444
H12 2.7311 -3.9157 0.5658
H13 3.7694 -2.8305 -0.3753
H14 0.3272 -1.8184 1.2778
H15 3.7470 -2.3351 2.1207
H16 2.2240 -2.3884 3.0166
H17 3.4731 -1.2289 3.4621
H18 3.9763 -0.4819 -0.3251
H19 4.3830 0.7027 0.9137
H20 3.1308 1.0744 -0.2741
H21 0.7072 0.6670 3.0993
H22 1.4215 1.8555 1.9749
H23 2.3661 1.2120 3.3172
C17 -0.9862 2.5524 -2.4069
C18 0.3496 2.5879 -1.6752
C19 0.5983 3.9628 -1.0786
C20 1.4872 2.1667 -2.5861
O2 0.2422 1.7113 -0.5173
H24 -0.9830 3.2440 -3.2489
H25 -1.7967 2.8355 -1.7327
H26 -1.1907 1.5542 -2.8039
H27 0.6544 4.7107 -1.8703
H28 1.5390 3.9771 -0.5264
H29 -0.2103 4.2372 -0.3999
H30 1.5736 2.8526 -3.4286
H31 1.3163 1.1671 -2.9890
H32 2.4363 2.1694 -2.0478



Record 4
DFT (ωB97M-V with the def2-TZVPD basis set) results for a cluster of 3 separate species, C20H32ClO4PS2 in total in a non-equilibrium geometry.

Properties
Energy above the lowest of the compared OMol25 structures with the same formula, charge and spin ... 903.3 kJ/mol
Calculated total energy ... -72914.96751 eV
HOMO energy ... -0.265 Ha
SMILES ... C=CP(CCCCl)Cc1ccccc1.O=S1(=O)CCCC1.O=S1(=O)CCCC1

CARTESIAN COORDINATES (ANGSTROEM)
C1 4.1910 2.3591 -3.8431
C2 3.1834 1.2306 -3.9553
P1 1.7370 1.3223 -2.6608
C3 0.2371 2.3028 -3.4253
C4 0.2448 3.7651 -2.6232
C5 -0.3947 3.5917 -1.1197
Cl1 -2.2231 3.2957 -1.2006
C6 1.1598 -0.4777 -2.1897
C7 1.5674 -0.6306 -0.5750
C8 3.0569 -1.2111 -0.2113
C9 3.4939 -1.3243 1.3701
C10 2.3812 -0.8123 2.5074
C11 0.8707 -0.2533 2.1198
C12 0.4521 -0.1490 0.5333
H1 5.0818 2.2109 -3.0879
H2 3.9968 3.3414 -4.4709
H3 3.2966 0.3609 -4.7324
H4 -0.7390 1.6636 -3.1825
H5 0.3614 2.4697 -4.5902
H6 1.4015 4.0128 -2.4654
H7 -0.2058 4.6417 -3.2542
H8 -0.1983 4.6108 -0.5465
H9 0.1647 2.7556 -0.4770
H10 -0.0060 -0.4677 -2.3367
H11 1.7050 -1.2981 -2.8561
H12 3.7639 -1.5197 -1.1192
H13 4.5536 -1.7449 1.6512
H14 2.6870 -0.8507 3.6498
H15 0.0626 0.0795 2.9064
H16 -0.5753 0.2437 0.1169
O1 3.5873 -4.1352 2.5179
S1 3.9442 -4.9259 1.3588
O2 4.6005 -4.3523 0.2009
C13 4.8799 -6.3402 1.9065
C14 3.8257 -7.3975 2.1988
C15 2.8247 -7.3138 1.0475
C16 2.5026 -5.8368 0.8262
H17 5.4781 -6.0769 2.7804
H18 5.5307 -6.6499 1.0834
H19 4.2683 -8.3946 2.2804
H20 3.3201 -7.1724 3.1454
H21 3.2765 -7.7327 0.1401
H22 1.9173 -7.8886 1.2575
H23 2.3055 -5.6215 -0.2270
H24 1.6544 -5.5163 1.4373
O3 -8.5155 5.6199 0.7686
S2 -7.6390 5.0322 1.7598
O4 -7.7715 5.3119 3.1756
C17 -7.6229 3.2660 1.5229
C18 -6.5051 3.0321 0.5176
C19 -5.3560 3.9380 0.9577
C20 -5.9469 5.3139 1.2607
H25 -8.5978 2.9277 1.1678
H26 -7.3903 2.8014 2.4857
H27 -6.2048 1.9807 0.4880
H28 -6.8376 3.3185 -0.4873
H29 -4.8942 3.5272 1.8638
H30 -4.5761 4.0030 0.1926
H31 -5.4081 5.8139 2.0695
H32 -5.9573 5.9497 0.3711



Record 5
DFT (ωB97M-V with the def2-TZVPD basis set) results for a structure of composition C20H32F15N2O16P3 in a non-equilibrium geometry.

Properties
Calculated total energy ... -125634.16623 eV
HOMO energy ... -0.325 Ha

CARTESIAN COORDINATES (ANGSTROEM)
N1 5.1727 2.0219 -3.1651
P1 4.2707 0.8062 -4.0624
O1 4.3464 -0.6562 -3.2318
O2 2.6482 1.4454 -3.9562
P2 2.1097 1.5969 -5.5325
O3 2.4669 0.3356 -6.3024
O4 3.0051 2.8398 -6.2119
O5 0.4830 1.9319 -5.6279
P3 -0.4240 1.4895 -4.2248
N2 -0.0643 -0.1540 -3.7347
O6 0.1039 2.4201 -2.9001
H1 6.1579 1.9624 -3.4041
H2 4.7868 2.9063 -3.5054
H3 4.6291 -1.3230 -3.8714
H4 3.7836 2.4546 -6.6366
H5 0.9187 -0.3988 -3.8873
H6 -0.6116 -0.7916 -4.3128
H7 0.0269 3.3460 -3.1681
C1 3.4373 -5.3251 -1.0754
C2 4.6663 -4.4402 -1.0348
O7 5.8126 -5.1431 -1.5440
C3 5.9160 -5.1850 -2.8747
O8 5.1377 -4.6933 -3.6384
C4 7.1912 -5.9175 -3.2812
F1 7.3687 -7.0477 -2.5894
F2 8.2786 -5.1615 -3.0742
F3 7.1939 -6.2533 -4.5684
H8 3.6219 -6.2607 -0.5444
H9 2.5858 -4.8202 -0.6183
H10 3.1734 -5.5863 -2.1015
H11 4.8931 -4.1744 -0.0023
H12 4.5112 -3.5082 -1.5814
C5 -1.3777 -0.2987 -0.5792
C6 -2.7760 -0.7240 -0.9731
O9 -3.3877 -1.5139 0.0623
C7 -3.9183 -0.8288 1.0742
O10 -3.9112 0.3620 1.1696
C8 -4.5732 -1.7800 2.0700
F4 -3.7970 -2.8326 2.3484
F5 -5.7283 -2.2616 1.5938
F6 -4.8474 -1.1828 3.2279
H13 -0.7730 -1.1674 -0.3111
H14 -0.8928 0.2252 -1.3991
H15 -1.3957 0.3579 0.2923
H16 -2.7325 -1.3582 -1.8587
H17 -3.4027 0.1345 -1.2217
C9 9.1476 -3.1883 -0.1826
C10 9.3845 -3.7967 1.1832
O11 8.9774 -2.8911 2.2207
C11 7.6708 -2.8713 2.4834
O12 6.8542 -3.5376 1.9220
C12 7.3767 -1.9089 3.6292
F7 8.0183 -0.7446 3.4869
F8 7.7571 -2.4234 4.8049
F9 6.0795 -1.6280 3.7272
H18 9.6406 -2.2174 -0.2610
H19 9.5288 -3.8429 -0.9668
H20 8.0836 -3.0223 -0.3596
H21 10.4494 -3.9766 1.3295
H22 8.8777 -4.7572 1.2895
C13 -5.5311 2.9935 1.0224
C14 -6.7083 3.0881 0.0716
O13 -6.9391 4.4525 -0.3232
C15 -6.1559 4.9153 -1.2975
O14 -5.2997 4.2870 -1.8434
C16 -6.5403 6.3498 -1.6439
F10 -6.7184 7.1030 -0.5528
F11 -7.6846 6.3927 -2.3382
F12 -5.6124 6.9538 -2.3843
H23 -5.6738 3.6540 1.8772
H24 -5.4077 1.9751 1.3810
H25 -4.6056 3.3009 0.5327
H26 -7.6124 2.7531 0.5709
H27 -6.5702 2.4513 -0.8043
C17 -7.0076 3.2398 7.8911
C18 -6.7707 4.0964 6.6643
O15 -6.9008 3.3192 5.4633
C19 -8.1489 3.1140 5.0375
O16 -9.1305 3.5216 5.5792
C20 -8.1355 2.3204 3.7356
F13 -7.2993 1.2785 3.7819
F14 -7.7469 3.0812 2.7011
F15 -9.3333 1.8301 3.4258
H28 -6.3462 2.3715 7.8850
H29 -6.8292 3.8143 8.8007
H30 -8.0312 2.8631 7.9165
H31 -5.7505 4.4800 6.6734
H32 -7.4397 4.9580 6.6386



Record 6
DFT (ωB97M-V with the def2-TZVPD basis set) results for a structure of composition C20H32N2OS in a non-equilibrium geometry.

Properties
Energy above the lowest of the compared OMol25 structures with the same formula, charge and spin ... 1932.9 kJ/mol
Calculated total energy ... -37103.62595 eV
HOMO energy ... -0.284 Ha

CARTESIAN COORDINATES (ANGSTROEM)
C1 4.2646 -0.9398 -1.4484
H1 3.9830 0.0569 -1.8355
H2 5.1106 -1.3729 -1.6598
H3 4.1651 -0.8854 -0.4175
C2 2.9693 -1.9401 -2.1274
N1 1.8467 -1.6203 -1.6006
C3 1.7865 -1.6877 -0.1771
H4 1.3723 -0.9418 0.3572
C4 0.4523 -2.8871 0.2045
H5 -0.4828 -2.3930 -0.1851
H6 0.8069 -3.9220 -0.0874
C5 0.2941 -3.1315 1.7254
N2 -0.1904 -1.6339 2.2650
C6 -1.2610 -1.2167 2.3975
O1 -2.3100 -1.8290 1.7054
C7 -1.3063 0.2030 2.9250
C8 -0.8025 0.6645 4.0292
S1 -1.1147 2.1581 4.5719
C9 -2.3378 2.2377 3.3743
C10 -2.1713 1.2010 2.5165
C11 -3.1533 1.0387 1.1563
H7 -2.7845 0.0703 0.8270
C12 -2.6277 2.1088 0.2775
C13 -3.0479 3.5910 0.5329
C14 -2.7548 3.9893 1.7435
H8 -1.5664 4.2652 1.6658
H9 -2.9870 5.4119 1.6107
C15 -2.9877 3.4675 3.1615
H10 -2.6134 4.3097 3.8133
H11 -4.0266 3.4780 3.0705
H12 -4.3367 3.4108 0.6955
H13 -3.1332 4.1294 -0.4628
H14 -1.6035 2.1925 0.1659
H15 -3.1186 1.9215 -0.8958
H16 -4.1560 1.2737 1.4030
H17 -0.0795 -0.1859 4.8822
H18 0.5487 -1.2209 2.7274
H19 1.4121 -3.2229 2.3271
H20 -0.5006 -3.6845 1.9584
H21 2.7191 -2.3232 0.3920
C16 1.2998 -0.2868 -2.0491
C17 0.0781 -0.2029 -1.6276
H22 -0.5107 0.6722 -2.2489
H23 -0.2728 0.0406 -0.7090
H24 -0.8157 -1.1889 -1.9842
C18 1.1255 -0.4764 -3.5718
C19 2.5873 -0.7521 -4.1855
C20 3.0743 -1.9605 -3.5002
H25 4.0880 -2.4793 -3.7857
H26 2.6372 -3.0674 -3.7927
H27 3.2517 -0.0956 -3.9608
H28 2.5278 -1.0884 -5.2297
H29 0.6793 0.3286 -3.9248
H30 0.5856 -1.2587 -3.8833
H31 1.8447 0.5867 -1.7418
H32 3.5426 -2.9120 -1.3898



Record 7
DFT (ωB97M-V with the def2-TZVPD basis set) results for the molecule C20H32N4O2.

Properties
Energy above the lowest of the compared OMol25 structures with the same formula, charge and spin ... 44.2 kJ/mol
Calculated total energy ... -31316.04966 eV
HOMO energy ... -0.330 Ha
SMILES ... CN(CCc1cnn(C)c1)C(=O)[C@H]1CCC(=O)N(CC2CCCCC2)C1

CARTESIAN COORDINATES (ANGSTROEM)
C1 -3.4105 -0.6322 -2.1767
N1 -2.4872 -1.0697 -1.1483
C2 -3.0410 -1.9416 -0.1333
C3 -3.3978 -1.1992 1.1723
C4 -4.2151 0.0185 0.9061
C5 -5.6121 0.1319 0.8185
N2 -5.9688 1.3654 0.5138
N3 -4.8433 2.0586 0.3980
C6 -4.8731 3.4537 0.0681
C7 -3.7594 1.2922 0.6266
C8 -1.2250 -0.5860 -1.1727
O1 -0.8697 0.2439 -1.9922
C9 -0.2215 -1.1845 -0.1892
C10 0.4275 -2.4130 -0.8308
C11 1.3751 -3.0375 0.1797
C12 2.3230 -2.0556 0.8508
O2 3.3033 -2.4645 1.4479
N4 2.0054 -0.7430 0.8019
C13 2.9122 0.2114 1.4077
C14 3.7246 1.0189 0.3865
C15 4.6796 1.9612 1.1204
C16 5.5097 2.7723 0.1298
C17 6.2984 1.8438 -0.7879
C18 5.3520 0.9035 -1.5270
C19 4.5176 0.0954 -0.5382
C20 0.8878 -0.1736 0.0812
H1 -2.9029 0.1071 -2.7925
H2 -4.3029 -0.1895 -1.7355
H3 -3.7025 -1.4807 -2.8000
H4 -2.3540 -2.7623 0.0874
H5 -3.9532 -2.3747 -0.5496
H6 -3.9517 -1.8875 1.8134
H7 -2.4863 -0.9029 1.6945
H8 -6.3543 -0.6269 0.9673
H9 -5.9087 3.7254 -0.1252
H10 -4.4905 4.0554 0.8952
H11 -4.2712 3.6486 -0.8211
H12 -2.7641 1.6843 0.5665
H13 -0.6899 -1.4698 0.7524
H14 -0.3257 -3.1409 -1.1412
H15 0.9726 -2.0980 -1.7228
H16 0.8080 -3.5178 0.9834
H17 1.9899 -3.8124 -0.2814
H18 3.5936 -0.3648 2.0379
H19 2.3329 0.8934 2.0408
H20 3.0398 1.6230 -0.2196
H21 4.1119 2.6340 1.7678
H22 5.3465 1.3716 1.7532
H23 6.1920 3.4306 0.6716
H24 4.8472 3.3993 -0.4719
H25 6.8771 2.4306 -1.5044
H26 6.9993 1.2557 -0.1915
H27 5.9228 0.2273 -2.1666
H28 4.6882 1.4893 -2.1681
H29 3.8358 -0.5598 -1.0844
H30 5.1695 -0.5393 0.0653
H31 0.4951 0.6602 0.6753
H32 1.2174 0.2345 -0.8826